{"formula": "C72H102O63", "method": "ωB97M-V with the def2-TZVPD basis set", "elements": ["H", "H", "H", "H", "O", "C", "O", "C", "H", "H", "H", "O", "H", "C", "H", "H", "C", "H", "H", "H", "H", "H", "O", "C", "H", "C", "C", "H", "O", "C", "C", "O", "O", "O", "C", "C", "C", "O", "H", "H", "O", "H", "H", "H", "O", "C", "H", "C", "H", "O", "H", "H", "H", "O", "C", "C", "O", "C", "H", "C", "H", "C", "O", "H", "H", "C", "H", "H", "C", "C", "H", "C", "C", "C", "H", "O", "C", "O", "C", "O", "O", "C", "C", "O", "H", "H", "C", "H", "H", "H", "O", "O", "O", "C", "C", "O", "C", "H", "O", "C", "C", "O", "H", "O", "H", "H", "H", "O", "C", "O", "C", "C", "H", "H", "H", "H", "C", "C", "C", "C", "C", "C", "H", "C", "O", "H", "O", "C", "H", "H", "C", "O", "H", "C", "C", "O", "H", "C", "C", "O", "H", "O", "O", "O", "C", "O", "H", "O", "H", "C", "H", "O", "O", "H", "O", "H", "H", "O", "H", "O", "O", "C", "O", "H", "O", "H", "C", "C", "O", "H", "H", "C", "H", "O", "H", "H", "H", "H", "H", "O", "H", "H", "C", "C", "H", "O", "H", "H", "C", "H", "H", "H", "O", "H", "H", "C", "C", "C", "O", "C", "H", "O", "O", "H", "C", "C", "C", "C", "H", "C", "O", "O", "H", "O", "O", "H", "H", "H", "H", "H", "C", "C", "H", "H", "O", "H", "O", "H", "H", "O", "H", "H", "H", "C", "H", "H", "O"], "xyz": [[-1.53958, -0.89558, 21.83929], [-4.95565, -6.04399, 20.40658], [3.48882, -10.89189, 23.88698], [-4.52052, -6.96099, 32.52900], [1.12255, -10.39430, 25.55543], [0.52664, -6.24501, 21.05740], [-7.06132, -6.11080, 16.88433], [0.73050, -7.67862, 20.51096], [-5.37624, -1.02582, 22.88986], [1.64107, 3.87246, 24.54411], [0.88189, -2.81416, 22.05698], [-3.73248, -2.22033, 23.42919], [0.70601, -9.76376, 34.88917], [0.93716, -9.79940, 24.36692], [-3.32271, -10.89178, 28.03264], [-1.41494, -1.06049, 24.35105], [-0.38976, -8.72793, 20.77354], [-0.45325, -5.89167, 20.73634], [-5.18906, -10.06012, 29.14079], [-6.49341, -7.90112, 20.46864], [3.33736, -8.52458, 27.99571], [-3.91002, -1.46242, 32.52115], [-1.35636, 1.73925, 31.77669], [-2.62244, -10.81038, 27.20131], [-4.81509, -9.55382, 30.91705], [-6.22263, -1.83993, 27.98418], [-5.96822, -5.73641, 20.14546], [-3.27718, -1.88708, 31.01280], [-3.37074, 1.14011, 30.94681], [1.41857, 3.97936, 25.60579], [-5.24973, -9.32560, 29.94385], [1.91990, -4.63308, 23.64925], [1.25804, -0.60068, 28.66843], [1.57344, -7.46702, 28.54125], [-0.56770, -1.18018, 22.24246], [2.54019, -10.47285, 25.86060], [-6.95209, -6.93731, 20.24775], [-8.98421, -0.69153, 33.30757], [-7.78244, -6.60836, 20.87257], [0.58339, -9.99802, 31.37223], [-8.80233, -2.85720, 33.97070], [-4.42111, -1.11117, 25.70720], [-6.37405, 1.61935, 25.65253], [-7.08722, -9.76615, 29.12324], [-10.80506, -3.78043, 30.65266], [-8.44851, -3.38073, 25.09024], [-8.30453, -4.75053, 33.39757], [-1.58862, -9.69235, 27.41438], [1.23766, -5.54703, 20.61538], [-7.44058, -7.02282, 18.91184], [0.32444, 4.06778, 27.85145], [-5.12096, 0.48832, 31.61632], [-7.99132, 0.93164, 26.20296], [-0.11767, -9.60961, 23.78084], [-4.89809, -0.74123, 26.61480], [2.44722, -4.27649, 25.91095], [-9.40490, -3.78493, 24.14413], [-0.09342, 3.13139, 27.48176], [-4.34603, 0.15425, 26.90018], [1.16241, -6.39997, 25.18499], [0.29442, -8.24312, 31.05555], [-9.79048, -2.64793, 28.97829], [4.20261, -8.21647, 33.01260], [-0.75382, -0.96094, 28.85149], [-0.86406, -9.18010, 32.01400], [-6.84159, -6.17165, 18.10700], [-2.69711, -5.30110, 28.50501], [4.09232, -9.37048, 24.74240], [-2.76909, -6.70469, 33.60767], [-8.40599, -1.77646, 33.32582], [0.98419, 4.97634, 25.67964], [0.11555, -0.95367, 29.50895], [0.42886, 2.90845, 26.14281], [0.86071, -8.69123, 33.04398], [-1.24083, -8.24798, 21.25668], [-1.61487, -3.93501, 32.04422], [-2.86419, -9.27040, 25.56857], [-2.53393, -3.76031, 26.19146], [0.50022, 0.67933, 22.86617], [2.12786, -9.41748, 23.89960], [-2.60383, -3.32362, 28.22220], [0.08648, -2.36647, 21.46118], [-4.09257, -6.10712, 33.05422], [-0.83008, 2.86879, 25.39353], [-7.07828, -9.74382, 30.90253], [2.82723, -9.84879, 26.70691], [-10.23547, -4.70725, 31.46100], [-1.37950, -9.43868, 29.56829], [4.51453, -6.98282, 29.43454], [-9.01444, -7.18851, 23.24551], [-1.52176, 3.08651, 27.36854], [-3.21698, -10.48445, 25.93320], [-7.08659, -7.82420, 22.96151], [-1.89545, 2.90518, 26.13658], [-9.37907, -5.14969, 29.38878], [-6.89268, -7.12609, 24.97166], [1.71539, -6.13092, 28.72808], [-7.53704, -4.02995, 34.84504], [-3.74702, -5.06129, 32.20624], [3.45885, -7.10115, 29.67877], [-3.43150, -1.01592, 31.64951], [-1.79563, -8.85077, 26.24967], [-0.63449, -3.12847, 21.16510], [3.28597, -3.53877, 25.06104], [0.98161, -6.68454, 26.22154], [3.04829, -5.04052, 26.40398], [3.41668, -7.19384, 30.76401], [-3.39687, -8.62763, 24.71094], [-6.91002, 0.96183, 26.33701], [-2.35570, -4.03100, 23.29491], [-7.13178, -3.69189, 24.43698], [1.48397, -4.93171, 24.99273], [-7.84496, -8.90784, 25.41337], [2.50696, -8.79229, 29.51739], [-4.58627, -0.26515, 30.08359], [-8.50988, -3.92633, 26.03186], [-6.72905, -9.23410, 30.00458], [2.29083, -1.37559, 29.05565], [-2.23531, 0.91183, 31.54371], [-3.36393, -3.41234, 22.95061], [-3.95860, -9.71165, 21.29467], [-3.66754, -4.48277, 26.66203], [-6.77674, -1.01119, 25.47346], [-6.39606, -0.45521, 26.33024], [-5.34542, -9.89790, 21.35370], [1.85005, -3.56483, 26.48107], [-10.46790, -4.79423, 32.65638], [0.54773, -2.25444, 30.10837], [0.19605, -6.57589, 24.71243], [-4.57527, -3.97976, 26.32866], [3.26173, -10.04503, 24.53455], [-9.45535, -5.49555, 30.74195], [-6.01223, -3.10369, 21.92635], [-7.96145, -7.94920, 24.90784], [-6.33375, -7.00704, 23.71587], [-1.49030, -1.93470, 26.90544], [0.11356, -1.92176, 24.19607], [-5.02281, -2.72296, 21.67298], [-1.78661, -8.89504, 28.71575], [-7.14673, -1.10236, 27.31144], [-6.67524, -3.85547, 31.99923], [-7.10865, -7.89324, 29.96145], [-4.10392, -3.72081, 21.91748], [0.70419, -7.59396, 19.10282], [-7.86835, -3.84668, 33.82292], [-6.75635, -11.15410, 22.58575], [-6.66563, -4.49324, 25.01026], [-1.83207, -5.89521, 32.96904], [-2.94412, -6.42279, 34.64594], [-3.56552, -5.81222, 25.92134], [-2.82534, -8.64246, 28.92871], [-5.01172, -1.65417, 27.65288], [1.06816, 1.71523, 22.82122], [-1.36028, -7.89373, 28.65480], [1.99289, -8.12769, 32.61484], [-3.88747, -0.76323, 22.01800], [-6.46725, -2.83863, 24.30120], [-6.61737, -2.59250, 28.89486], [0.88702, 1.92323, 26.05598], [-0.31346, -8.69609, 17.37127], [-4.97244, -8.01042, 29.48606], [-8.74460, -4.28909, 23.08550], [-7.23513, -2.00730, 32.72309], [-8.83391, -8.92931, 23.11379], [2.67519, -9.55792, 34.06896], [-2.61190, -7.74260, 33.31421], [-5.62808, -10.83802, 22.24778], [-0.50300, -1.13641, 23.75884], [-4.48714, -11.41042, 22.70094], [1.95779, -7.07344, 24.86576], [-3.81766, -5.55593, 24.89235], [-0.18778, -8.49914, 18.54491], [-4.85211, -5.68956, 33.71517], [0.01695, 0.14146, 23.97276], [2.39687, 3.96464, 26.08624], [-2.57167, -6.25711, 25.97076], [1.74140, -7.96601, 20.80010], [-3.73508, -8.75601, 21.76890], [-2.08134, -11.75659, 27.19676], [-5.92071, -5.97833, 29.66874], [-8.47944, -2.30706, 25.27567], [-9.79035, -5.96710, 28.79652], [-3.31004, -4.47240, 28.15052], [1.27657, -9.82236, 33.96227], [-3.60890, -9.70803, 20.26230], [-2.18486, -0.38467, 31.94107], [-4.20459, -4.50224, 28.77261], [0.57478, -2.05113, 20.53912], [-2.39750, -4.87686, 32.25437], [2.81307, -11.51911, 25.99835], [-2.83333, -11.69461, 21.50793], [-6.36132, -4.85417, 20.65067], [1.95930, -2.39120, 29.86386], [-0.06038, -0.17510, 30.25123], [-4.19282, -6.64142, 26.24846], [-10.39582, -3.95430, 29.36295], [-6.78230, -3.30253, 32.93246], [-4.26528, 0.11613, 31.05296], [-9.39118, -4.62865, 22.05537], [-6.00912, -7.17378, 29.69930], [-8.73693, -7.43611, 25.47659], [2.87454, -5.86875, 29.32196], [0.15870, -0.05429, 21.84881], [-5.85044, -3.13029, 33.47102], [-2.13976, -2.93217, 27.09041], [-3.30526, -10.88372, 22.06277], [0.19123, -9.06129, 31.76832], [3.06801, -8.58848, 33.21700], [0.07185, -3.07630, 29.57341], [-8.34758, -8.02107, 23.46969], [-6.10062, -5.35896, 18.83657], [-5.33741, -6.44143, 23.34938], [-8.42924, -4.76068, 29.02189], [-7.47851, -4.19203, 23.21375], [-0.65805, -9.33413, 19.47510], [-11.22229, -4.12606, 28.67334], [0.98712, -10.73160, 33.43539], [-9.41229, -2.62805, 27.95620], [-2.54380, -10.57728, 22.77998], [0.20905, -7.96925, 33.53610], [2.76327, -8.03145, 28.78015], [-4.52848, -1.53929, 22.43624], [0.57880, -6.17675, 22.14401], [-0.13741, -9.56845, 21.42002], [0.92384, -5.31230, 28.25262], [-10.53746, -1.85421, 28.96785], [3.49072, -1.20691, 28.85426], [-0.60736, -10.16398, 27.36151], [0.17467, 2.26943, 28.09271], [3.49872, -3.38429, 22.75791], [-6.81779, 1.48704, 27.28767], [0.32193, -2.22032, 31.17419], [0.57434, -4.36463, 25.19048], [2.91851, -3.80734, 23.78377], [-5.04755, -2.38685, 20.63638], [-9.12840, -2.33898, 29.78719], [-3.03962, 2.96924, 25.71981]], "forces_ev_per_a": [[-0.6, -0.9, 0.2], [0.0, 0.5, 0.0], [0.5, 0.1, 0.3], [-0.7, 0.5, -0.6], [0.3, -0.3, 0.7], [-0.7, -0.6, -0.3], [1.1, 0.1, 3.7], [-0.1, 0.7, 0.6], [0.1, 0.1, 0.4], [-0.3, -0.5, 0.0], [-0.1, -0.1, 0.1], [-0.1, 0.9, 1.3], [0.7, -0.1, 0.3], [-1.0, 0.5, -1.1], [-0.5, 0.3, -0.4], [-0.4, -0.9, -0.6], [0.7, -0.6, 0.6], [-0.2, 0.0, 0.1], [1.7, 0.0, 0.3], [-0.2, 0.3, 0.5], [-0.2, 0.8, -0.5], [0.3, 0.4, 0.5], [-2.0, -2.2, -0.9], [0.9, -0.1, 0.1], [0.5, 0.0, -0.4], [-5.4, -2.8, 4.6], [-0.9, -0.8, 1.4], [0.2, 0.4, -0.5], [0.2, 2.7, -1.4], [-0.9, -0.1, -0.5], [-0.9, 0.4, -0.6], [-1.0, -1.0, 1.6], [0.3, -0.5, 0.5], [-2.5, 1.8, -1.6], [-0.4, -1.3, -1.9], [0.7, -0.8, -1.2], [0.0, 0.9, -0.3], [1.4, -2.8, 0.0], [0.0, -0.7, 0.1], [0.0, 0.0, -0.2], [-1.7, 1.1, -0.1], [0.2, -0.6, 0.3], [-0.3, -0.1, -0.4], [-0.7, 0.3, 0.1], [-0.9, -0.8, 2.5], [0.4, 1.1, 1.1], [-0.2, 0.1, 0.2], [-0.5, 0.4, 0.3], [0.3, -0.3, 0.1], [-0.8, -1.3, 0.0], [-0.8, 0.1, 0.6], [0.0, -0.5, 0.2], [0.1, 0.1, -0.6], [2.1, -0.6, 1.7], [-1.0, 2.0, -1.7], [0.4, -0.1, 0.3], [-0.1, -0.4, 0.3], [0.0, -0.6, 1.9], [-0.1, 0.0, 0.4], [-0.2, 0.0, 0.2], [-0.1, -0.1, 0.0], [-0.2, 1.1, -0.3], [-1.9, -0.8, 0.4], [0.1, -0.5, 0.1], [-0.3, -0.3, -0.5], [-1.6, 0.1, -3.8], [0.2, -0.3, -0.5], [-0.2, 0.1, -0.5], [-2.0, 1.7, 0.1], [-1.5, 3.6, -0.1], [0.0, 0.1, 0.4], [0.2, 1.2, -0.9], [0.7, -0.2, -2.6], [-3.0, -0.3, -0.1], [-0.4, 0.1, -0.6], [-3.9, -2.4, -1.0], [0.3, 1.3, -1.1], [-0.4, -0.3, -3.3], [-0.1, 0.9, 0.6], [0.7, 1.1, -1.5], [0.7, 2.5, 4.5], [-0.5, 0.0, 0.6], [-1.0, -2.0, -0.5], [1.8, -0.4, -2.7], [-0.6, 0.3, -0.1], [-0.5, -0.1, -0.1], [-1.8, 0.7, 2.0], [0.1, 0.0, -0.1], [0.1, -0.2, 0.1], [0.0, 0.2, -0.4], [-0.2, 0.5, 2.9], [-0.8, -1.7, 1.3], [2.0, 0.5, -3.2], [-1.4, 1.6, -1.2], [-2.0, 1.5, -0.8], [3.4, 2.5, -0.2], [-1.9, 2.9, -2.2], [0.4, -0.5, -0.1], [1.8, 1.5, -1.5], [2.9, 1.8, 0.3], [-0.4, -0.7, 0.6], [0.5, 0.1, 1.2], [-0.1, -0.1, 0.4], [0.2, 0.3, -1.7], [0.0, 0.6, 0.2], [0.0, 0.5, 0.7], [-0.5, -0.5, -0.2], [0.1, -0.4, 0.1], [0.3, 0.8, -0.1], [-2.8, 1.3, -0.4], [1.3, -0.2, 2.0], [-2.4, -0.7, 0.1], [0.7, -0.2, -0.3], [0.3, -1.3, -0.5], [-0.2, 0.6, -0.2], [-0.5, 0.1, 0.0], [-1.7, -2.1, 0.4], [4.0, 0.4, 0.4], [2.9, 1.3, 1.7], [4.2, -1.0, 0.6], [2.0, 0.3, -0.5], [1.2, -2.6, -0.1], [0.7, 0.6, -1.0], [-0.8, 1.4, -1.5], [-0.5, -0.1, -0.3], [0.8, -0.4, 0.9], [0.8, -0.1, -2.5], [-0.8, -1.1, 0.1], [0.3, -0.5, -0.5], [-0.1, 0.3, 0.6], [-2.4, -0.2, 1.0], [1.7, -1.4, 1.1], [0.0, 0.4, 0.2], [-3.9, -1.1, 2.2], [0.4, -1.4, 0.0], [0.2, -0.2, 0.1], [0.3, 0.0, -0.1], [-1.3, 1.3, -2.0], [-0.1, 0.3, -0.5], [1.7, -1.4, 1.8], [0.2, 0.2, 0.0], [-0.1, 0.8, 0.4], [0.3, -1.7, -1.1], [-1.2, -0.5, -1.6], [0.9, -2.6, 1.1], [2.1, 0.6, -0.4], [0.6, 0.2, -0.1], [0.7, -0.3, -0.2], [1.5, -0.9, 0.5], [-0.3, 0.0, -0.1], [-0.2, -0.5, -0.2], [2.8, -0.7, 0.0], [0.8, 1.0, -0.1], [0.7, -0.2, -0.1], [3.0, 2.8, -1.1], [-0.1, -0.4, -0.7], [0.1, -0.1, 0.1], [1.6, 1.5, -2.2], [-0.1, 0.0, -0.3], [-0.3, 0.8, 0.7], [1.7, 0.3, -0.1], [-6.1, -0.3, -4.7], [-0.1, 1.8, -1.4], [0.6, -0.1, 0.1], [0.5, -1.2, 0.9], [-0.1, 0.1, 0.6], [-1.3, -1.1, 0.8], [-0.8, -0.2, 0.6], [-0.2, -0.4, 0.7], [0.0, 0.1, -0.6], [0.2, -0.6, 0.0], [2.1, -0.6, -1.1], [0.4, -0.4, 0.6], [1.1, 0.7, 1.9], [-0.2, -0.2, 0.5], [0.2, 0.5, -0.1], [-0.1, -0.6, 0.1], [0.1, 0.0, 0.0], [-0.3, -0.2, -0.7], [-0.3, -1.0, -0.1], [-0.7, 0.0, 0.1], [0.5, -0.1, 0.0], [-2.4, -2.1, -0.4], [-0.7, 0.8, -0.7], [-0.3, 0.2, -0.1], [0.1, -0.1, 0.3], [0.1, 0.6, 0.1], [-0.2, 0.5, 0.1], [3.3, 2.3, 2.0], [-0.3, 0.1, 0.7], [-0.4, 0.2, -0.6], [0.5, -0.4, 0.9], [-1.7, 0.7, 0.1], [0.4, 0.1, 0.0], [-0.6, 0.4, 0.2], [0.8, 0.4, -2.6], [0.6, 0.0, 0.6], [-1.1, -2.0, -0.4], [3.0, 0.5, 3.7], [0.2, 1.0, 0.1], [-0.4, -0.2, 0.1], [-1.2, 1.2, -0.2], [1.2, 0.5, -1.7], [0.4, -0.8, -0.2], [1.0, 2.0, -0.7], [-1.0, 0.2, 0.1], [-1.5, -0.6, 0.0], [2.1, 0.1, 0.3], [-0.2, -0.2, 0.5], [-1.1, 0.0, 0.8], [1.7, 1.5, -2.8], [-1.7, -0.3, 0.9], [0.4, -0.6, 0.5], [2.0, -1.1, -2.1], [-0.6, 1.3, 1.4], [-0.4, -0.5, 0.3], [0.9, -0.6, 0.3], [0.7, -0.2, 0.3], [-0.4, 0.3, 0.3], [0.3, 0.3, 0.3], [1.3, -4.3, 3.3], [-0.3, 0.1, 1.8], [0.1, -0.2, -0.1], [0.4, 0.3, 0.0], [1.8, -2.0, 1.8], [-0.4, -0.2, 0.1], [-2.6, 0.4, -0.8], [0.2, 0.6, -0.1], [0.1, 0.5, 0.5], [-1.5, -0.7, 3.6], [0.5, -0.5, 0.4], [0.2, -0.6, -0.1], [-0.5, -0.3, -0.7], [3.9, 2.3, -4.4], [0.1, -0.8, -0.4], [0.7, -0.1, -0.6], [1.1, -0.9, 0.7]], "multiplicity": 1, "total_energy_ha": -7544.8303, "total_charge": 0, "homo_lumo_gap_ev": 8.935, "e_lumo_ev": -1.17}